(1)
C6H15CaINO6S | wB97M-V/def2-TZVPD

Properties
DFT total energy = -57620.560 eV

ORCA input file:
```
! RIJCOSX wB97M-V def2-TZVPD def2/J DEFGRID3
* xyz -1 1
Ca -0.225 -1.517 -0.359
S 1.268 -2.904 -2.369
O 1.690 -1.673 -1.564
O -0.128 -3.158 -1.798
O 1.188 -2.598 -3.787
O 2.159 -4.020 -2.062
I -2.016 0.188 -2.072
C 0.666 2.826 -1.876
O 0.948 2.411 -0.552
C 1.826 1.300 -0.545
C 1.934 0.793 0.874
N 0.746 0.031 1.331
C -0.435 0.874 1.546
C -1.624 0.064 2.051
O -1.902 -0.984 1.130
C -3.071 -1.699 1.462
H 1.574 3.202 -2.369
H -0.059 3.635 -1.815
H 0.241 2.007 -2.462
H 2.827 1.612 -0.879
H 1.486 0.506 -1.220
H 2.117 1.654 1.536
H 2.796 0.129 0.943
H 1.005 -0.388 2.219
H -0.735 1.377 0.627
H -0.208 1.662 2.281
H -2.492 0.728 2.103
H -1.441 -0.382 3.039
H -3.922 -1.019 1.540
H -2.939 -2.258 2.396
H -3.273 -2.400 0.652
*
```

---

(2)
C6H5NO | wB97M-V/def2-TZVPD

Properties
energy relative to the best compared isomer or geometry (same formula, charge and spin) = 63.5 kcal/mol
DFT total energy = -9836.454 eV
SMILES = C#Cc1c[nH]c(O)c1

ORCA input file:
```
! RIJCOSX wB97M-V def2-TZVPD def2/J DEFGRID3
* xyz 0 1
C -3.434 -0.224 0.122
C -2.176 -0.276 -0.136
C -0.801 -0.048 -0.011
C -0.240 1.231 0.020
N 1.124 0.983 -0.025
C 1.403 -0.280 0.102
O 2.773 -0.480 -0.040
C 0.219 -0.954 -0.106
H -4.416 -0.512 0.107
H -0.463 2.343 0.052
H 1.739 1.871 -0.062
H 3.124 -1.381 0.545
H 0.134 -2.058 -0.086
*
```